Entry 1:
Computed, not measured: a 2-piece molecular cluster, ClH2NOS2 overall in a non-equilibrium geometry, with wB97M-V/def2-TZVPD.

Atoms and positions in Å:
Cl (0.72472, 1.79274, 1.09525)
S (-2.25589, -0.51593, -0.41092)
S (0.66852, -0.73492, -0.56940)
O (1.17974, -1.35973, 0.58185)
N (0.96384, 0.85285, -0.25813)
H (0.78126, 1.46906, -1.03237)
H (-2.06219, -1.50406, 0.59371)

relative energy (zero: lowest compared OMol25 entry of this formula, charge and spin): 58.7 kcal per mole
F_max: 3.40 eV/Å
2S+1: 1
E_LUMO: -2.01 eV

Atomic partial charges in e from the Löwdin method, atoms 1 to 4:
1 Cl 0.644
2 S 0.090
3 S 0.797
4 O -0.480

Entry 2:
Computed, not measured: a 2-piece molecular cluster, ClH2O2PS overall in a non-equilibrium geometry, with wB97M-V/def2-TZVPD.

Atoms and positions in Å:
Cl (-3.33513, -1.24886, 0.13129)
S (-3.49475, 0.76479, 0.01005)
P (0.24280, -0.53094, -0.32278)
O (1.87097, -0.51927, 0.15213)
O (-0.17643, 0.86083, -0.22842)
H (2.45014, -1.17072, -0.12880)
H (-2.09502, 0.75566, -0.11123)

relative energy (zero: lowest compared OMol25 entry of this formula, charge and spin): 53.8 kcal per mole
F_max: 4.35 eV/Å
2S+1: 1
E_LUMO: -0.74 eV

Atomic partial charges in e from the Löwdin method, atoms 1 to 4:
1 Cl -0.041
2 S 0.209
3 P 0.840
4 O -0.292

Entry 3:
Computed, not measured: a single ClH2PS molecule in a non-equilibrium geometry, with wB97M-V/def2-TZVPD.

Atoms and positions in Å:
Cl (-1.78937, 0.06357, -1.19248)
S (1.75918, 1.14382, 0.25261)
P (0.03850, 0.05798, -0.04510)
H (0.61583, -1.27912, -0.26347)
H (-0.62414, 0.01376, 1.24844)

relative energy (zero: lowest compared OMol25 entry of this formula, charge and spin): 17.2 kcal per mole
F_max: 2.73 eV/Å
2S+1: 1
E_LUMO: -1.23 eV

Atomic partial charges in e from the Löwdin method, atoms 1 to 4:
1 Cl 0.072
2 S 0.008
3 P 0.014
4 H -0.041

Entry 4:
Computed, not measured: an isolated ion of composition ClH3N2OP and charge -1 in a non-equilibrium geometry, with wB97M-V/def2-TZVPD.

Atoms and positions in Å:
Cl (-1.05399, 1.88313, -0.57679)
P (-1.01328, 0.32401, 0.96526)
O (-1.93807, -0.82767, 0.12644)
N (0.47646, -0.20740, 0.93818)
N (1.49355, 0.26322, -0.00474)
H (2.24887, -0.40907, 0.07331)
H (1.15381, 0.16834, -0.95947)
H (-1.36736, -1.19456, -0.56218)

F_max: 1.01 eV/Å
net charge: -1
2S+1: 1
E_LUMO: 4.16 eV

Atomic partial charges in e from the Löwdin method, atoms 1 to 4:
1 Cl -0.089
2 P 0.288
3 O -0.487
4 N -0.517

The evaluated total energy for the records listed, in turn: -37759.2368 -36774.1905 -32678.5194 -26888.7653 eV.